Record 1
Entry from the Open Molecules 2025 dataset: C55H45Cl4CrO10P as an isolated structure in a non-equilibrium geometry (ωB97M-V/def2-TZVPD).

XYZ file:
```
116
Properties=species:S:1:pos:R:3:forces:R:3
Cr -0.09577 -0.32666 -1.48394 0.4 0.6 0.5
O 0.64209 -3.97597 -3.24473 0.7 -0.6 -0.3
Cl -0.11973 -2.89416 -2.70097 -0.7 -2.5 -1.4
O -1.42616 -2.93010 -3.24220 -0.7 0.0 -0.3
O -0.13856 -3.00575 -1.28898 0.1 -0.2 1.7
O 0.53269 -1.67227 -3.06735 0.9 1.7 0.1
C -2.41115 -1.66015 3.95029 0.0 0.3 -0.5
C -3.16987 -0.79169 2.94512 -0.4 -0.3 0.7
C -4.64614 -0.66898 3.38360 0.4 0.1 -0.4
O -3.06736 -1.35394 1.66852 0.2 -0.2 0.3
C -3.18689 -0.25908 0.77778 -0.4 0.5 -0.2
C -2.32539 0.81879 1.49663 0.1 0.2 -0.6
O -2.61684 0.51704 2.86341 0.0 -0.1 0.3
C -0.76152 0.90906 1.26059 -0.5 -0.1 -0.2
O -0.48496 0.89886 -0.06489 0.2 0.4 0.4
C -0.27875 2.26206 1.80420 0.0 0.0 0.0
C 0.62343 2.97313 1.02208 0.0 -0.1 -0.1
C 1.10894 4.19979 1.43240 0.1 0.1 0.0
C 0.70622 4.73424 2.64358 0.1 0.2 0.1
C -0.19878 4.03673 3.42577 0.0 0.1 0.2
C -0.69672 2.81333 3.00827 0.0 0.1 0.0
C -0.07374 -0.22619 2.02513 0.1 0.0 0.1
C 0.55138 -0.05561 3.25564 0.0 -0.1 0.0
C 1.17118 -1.12243 3.88472 -0.1 -0.1 0.2
C 1.20466 -2.37002 3.28548 0.0 -0.1 0.2
C 0.57863 -2.55176 2.06545 0.0 0.0 -0.2
C -0.06613 -1.49119 1.45244 0.0 -0.1 0.0
C -3.11679 -0.56033 -0.77258 0.5 -0.1 0.1
O -1.92590 -0.88423 -1.32884 -0.6 -0.3 0.4
C -3.97946 -1.77646 -1.16061 -0.1 0.1 0.0
C -3.93986 -2.96142 -0.43364 -0.1 0.0 0.1
C -4.60885 -4.09063 -0.87133 0.0 -0.1 0.0
C -5.31400 -4.07487 -2.06169 -0.1 -0.1 -0.1
C -5.28783 -2.92800 -2.83773 -0.1 0.0 -0.1
C -4.61250 -1.80208 -2.40263 0.0 0.0 0.1
C -3.72548 0.76061 -1.29543 -0.2 0.0 0.0
C -5.10494 0.93043 -1.38097 0.0 0.1 0.0
C -5.64554 2.14656 -1.75881 -0.2 0.1 0.0
C -4.82225 3.23089 -2.01206 -0.1 0.1 0.0
C -3.45239 3.07875 -1.90025 0.0 0.1 0.0
C -2.90994 1.85299 -1.55635 0.0 -0.1 -0.1
H -3.03033 -2.50397 4.24089 -0.1 -0.1 0.1
H -2.16429 -1.06352 4.82282 0.0 0.1 0.2
H -1.49615 -2.02684 3.49937 0.1 0.0 0.0
H -5.12453 -1.64121 3.29968 -0.1 -0.1 0.1
H -5.16916 0.04088 2.74873 -0.1 0.1 0.0
H -4.68745 -0.31704 4.41036 0.0 0.0 0.2
H -4.22557 0.11804 0.88997 0.3 -0.1 0.0
H -2.73552 1.81289 1.27348 0.1 -0.2 0.0
H 0.92419 2.53840 0.07979 -0.1 0.0 -0.1
H 1.80257 4.74059 0.80227 0.1 0.0 -0.1
H 1.09447 5.68861 2.97749 0.0 0.1 0.0
H -0.52108 4.44989 4.37335 0.0 0.0 0.1
H -1.41203 2.28134 3.61799 -0.1 0.0 0.1
H 0.57240 0.91160 3.73434 0.0 0.0 0.0
H 1.64696 -0.97166 4.84579 0.0 0.0 0.0
H 1.72084 -3.19126 3.76452 0.0 -0.1 0.1
H 0.58790 -3.51420 1.57543 0.0 -0.1 -0.1
H -0.58642 -1.66816 0.52504 -0.1 0.0 -0.1
H -3.36401 -3.00580 0.47270 0.0 0.0 0.0
H -4.56045 -4.99949 -0.28512 0.0 -0.1 0.1
H -5.85052 -4.95371 -2.40014 0.0 0.0 0.0
H -5.78265 -2.91296 -3.80115 0.0 0.0 -0.1
H -4.55769 -0.93550 -3.04526 0.0 0.1 0.0
H -5.76486 0.10230 -1.16048 0.0 0.0 0.0
H -6.71875 2.24909 -1.85120 -0.1 0.0 0.0
H -5.24545 4.18630 -2.29262 0.0 0.1 0.0
H -2.79558 3.91697 -2.07905 0.1 0.1 -0.1
H -1.84228 1.74328 -1.45596 0.1 0.0 0.1
Cl -2.54029 4.81975 -6.21300 -0.3 0.4 -0.4
C -1.61953 3.77181 -5.18425 0.2 -0.1 0.2
C -1.96694 2.43341 -5.09570 0.2 -0.1 0.1
C -1.25450 1.59946 -4.26002 0.2 0.0 0.0
Cl -1.67934 -0.07273 -4.11225 -0.2 0.5 -0.6
C -0.15688 2.05214 -3.46199 0.2 0.0 0.0
O 0.53255 1.31402 -2.68839 0.1 0.2 -0.4
C 0.11977 3.44237 -3.60448 -0.3 -0.3 -0.1
Cl 1.38512 4.07421 -2.62251 0.5 0.3 0.2
C -0.56918 4.29110 -4.44425 -0.2 -0.2 -0.1
H -2.78479 2.03211 -5.67198 -0.1 0.0 0.0
H -0.28585 5.32971 -4.52373 -0.1 0.1 0.0
O 2.00156 -0.47742 -0.66494 0.7 -0.2 0.0
P 3.39454 -0.63159 -0.16108 -0.8 0.2 0.2
C 3.92808 -2.35683 -0.16697 0.6 -0.4 -0.3
C 3.04250 -3.32422 -0.64798 -0.1 0.9 0.3
C 3.39215 -4.65535 -0.66133 0.5 -0.6 0.2
C 4.64654 -5.05276 -0.19937 -0.3 0.3 -0.1
C 5.54742 -4.09293 0.25241 0.2 -0.4 0.0
C 5.20443 -2.75838 0.25740 -0.5 0.4 -0.1
C 4.55030 0.36235 -1.13587 0.7 -0.3 -0.3
C 5.80593 0.72679 -0.63025 -0.7 -0.2 0.1
C 6.71674 1.37658 -1.43174 0.4 0.3 -0.4
C 6.40707 1.65719 -2.75948 -0.4 -0.2 0.1
C 5.16360 1.28359 -3.27184 0.6 0.4 -0.2
C 4.24768 0.63407 -2.47527 -0.5 -0.2 0.7
C 3.66655 -0.05200 1.54045 -0.2 0.1 0.0
C 3.44072 1.30763 1.78093 0.1 -0.4 -0.3
C 3.57697 1.82226 3.05215 0.1 0.3 0.3
C 3.95134 0.99557 4.10264 0.1 -0.4 -0.1
C 4.16126 -0.36166 3.87084 0.2 0.5 0.4
C 3.99580 -0.88408 2.60610 0.1 -0.1 -0.5
H 2.06314 -3.00978 -0.96978 -0.2 0.0 -0.1
H 2.68538 -5.38742 -1.02624 -0.1 0.0 -0.1
H 4.92050 -6.09950 -0.19395 0.0 0.0 0.0
H 6.52649 -4.40181 0.60387 0.0 0.0 0.0
H 5.91185 -2.01616 0.60124 0.1 0.0 0.0
H 6.03464 0.52187 0.40768 0.1 0.0 0.0
H 7.67970 1.67397 -1.03044 0.0 0.0 0.0
H 7.12509 2.16853 -3.38764 0.0 0.0 0.0
H 4.92352 1.51634 -4.30132 -0.1 0.0 0.0
H 3.26805 0.35937 -2.84471 -0.1 0.0 -0.1
H 3.16892 1.94028 0.94872 -0.1 0.2 0.0
H 3.40543 2.87652 3.22916 -0.1 0.0 0.0
H 4.06150 1.39864 5.10193 0.0 0.0 0.0
H 4.45354 -1.00900 4.68815 -0.1 0.0 0.0
H 4.12737 -1.94214 2.43095 0.0 0.0 0.1
```
Positions in Å, forces in eV/Å.

Values from the calculation:
Expectation value of S²: 6.008
LUMO (spin up / spin down) (eV): 3.82 / 3.82
2S+1: 5
Charge: -2
Relative energy (zero: lowest compared OMol25 entry of this formula, charge and spin) (kcal/mol): 10.8
E (eV): -166038.455


Record 2
Entry from the Open Molecules 2025 dataset: C55H45F3IN5O3P2Ti as an isolated structure in a non-equilibrium geometry (ωB97M-V/def2-TZVPD).

XYZ file:
```
115
Properties=species:S:1:pos:R:3:forces:R:3
Ti 2.11444 2.62532 -1.41648 0.0 0.4 0.3
I 3.14497 4.56174 1.95109 -0.1 0.1 -0.1
C 4.37685 5.43344 0.52016 1.3 0.3 -1.8
C 5.26133 6.40384 1.00951 -1.1 -1.1 0.2
C 6.36020 6.85722 0.30702 0.7 0.9 -1.9
C 6.53511 6.41512 -1.00978 -0.9 -0.1 -0.3
C 5.55381 5.58137 -1.66336 1.0 -1.4 0.8
C 5.83951 5.00888 -2.98997 0.9 2.3 1.7
C 5.13293 4.02369 -3.50073 -1.5 -2.6 -1.2
C 4.05812 3.46028 -2.72759 0.0 0.3 -0.5
C 3.71140 3.92040 -1.51383 0.7 0.9 1.1
C 4.51561 4.97803 -0.88402 -0.8 0.2 1.3
H 5.14026 6.76216 2.01557 -0.2 0.0 0.3
H 6.98627 7.67452 0.74684 -0.3 -1.2 -0.4
H 7.39737 6.63961 -1.63989 -0.1 0.4 0.4
H 6.68683 5.43394 -3.50527 0.1 0.0 -0.2
H 5.29915 3.53194 -4.48012 0.3 0.7 0.6
H 3.43099 2.67741 -3.20092 0.4 0.3 -0.2
C -2.00825 1.77472 -4.47116 -0.8 0.2 0.9
C -1.31151 3.11031 -4.05885 -0.2 -0.2 1.3
C -1.81072 3.47573 -2.63295 1.4 -1.4 -0.7
C -2.82709 4.38004 -2.40123 1.1 -0.8 1.0
C -3.28164 4.54086 -1.10952 0.4 -0.9 0.5
C -2.82893 3.78201 -0.03318 -0.9 0.1 0.3
C -1.78380 2.88512 -0.25734 0.0 0.3 0.6
C -1.24331 2.03899 0.85602 1.1 -1.3 -1.4
C -0.54045 2.76338 1.98326 -0.7 -0.7 1.2
C -1.26405 2.74432 -1.53469 -0.2 0.7 -0.4
N -0.07512 1.95987 -1.70689 0.2 0.9 -0.3
C -0.09431 0.68995 -1.81726 -0.9 -1.0 -0.4
C 1.13333 0.02320 -2.18726 -0.3 0.8 0.2
C 1.51442 -1.28633 -2.40737 -0.3 1.1 0.2
C 2.85482 -1.22737 -2.76523 1.1 -1.0 -0.8
C 3.25608 0.08413 -2.80968 0.4 0.9 0.0
N 2.19431 0.90759 -2.43083 0.5 -1.7 -0.6
H -1.57618 1.30238 -5.34460 0.2 -0.1 -0.1
H -3.06203 2.03420 -4.72742 0.6 -0.4 0.2
H -2.05807 1.02702 -3.61274 0.2 0.9 -1.2
H -1.68297 3.91820 -4.69062 0.4 -0.1 -0.3
H -0.18746 3.06903 -4.04042 -1.3 0.0 -0.3
H -3.21970 5.00316 -3.15672 -0.3 0.4 -0.9
H -4.04033 5.24101 -1.00774 -1.4 1.2 0.6
H -3.37989 3.82061 0.96473 1.1 0.1 -1.4
H -0.61518 1.24652 0.33320 -0.4 1.1 1.3
H -2.07817 1.46782 1.17103 -0.9 -0.6 0.9
H 0.24361 3.37229 1.61680 0.6 1.0 -0.4
H -0.06391 2.10612 2.72780 -0.2 -0.2 -0.4
H -1.27423 3.32101 2.58558 0.3 0.3 -0.4
H -1.06388 0.14741 -1.68537 0.9 0.2 -0.2
H 0.92044 -2.15988 -2.39587 -0.6 -0.6 0.3
H 3.43118 -2.11036 -3.06613 -0.1 0.6 0.2
H 4.26190 0.45946 -3.12879 -1.2 -0.2 0.5
O 2.05048 1.83254 0.42639 0.8 -0.4 -0.2
N 3.24344 1.61541 -0.05761 0.5 -0.3 -0.1
C 4.25440 1.00046 0.48134 -0.7 0.6 0.0
C 4.19051 0.49852 1.83323 0.3 -0.3 -0.1
N 4.21363 0.04838 2.89201 -0.1 0.2 -0.3
C 5.48516 0.94675 -0.30828 0.3 0.4 -0.4
N 6.43988 1.01396 -0.96511 -1.3 -0.3 0.9
C -2.49322 -2.94160 1.04726 1.1 1.1 1.1
P -0.70065 -2.35825 0.79976 0.4 -1.2 -0.1
C 0.25218 -3.92669 0.32943 -1.2 0.4 0.7
C 1.61787 -4.03547 0.52371 1.2 1.0 -0.2
C 2.34257 -5.13523 0.05941 1.1 0.8 1.1
C 1.71707 -6.17729 -0.56829 -1.7 0.3 -0.2
C 0.33848 -6.11216 -0.74594 -0.4 2.0 0.8
C -0.40957 -4.99177 -0.25817 1.5 -1.5 -1.0
C -0.12195 -2.07600 2.51531 -0.2 1.2 -0.2
C 0.02473 -0.71669 2.87567 0.3 -0.6 0.6
C 0.35185 -0.41576 4.21134 0.4 0.5 -1.3
C 0.64931 -1.38073 5.13892 -0.5 -0.9 -0.8
C 0.48230 -2.71387 4.76014 -0.1 -0.1 -0.4
C 0.09694 -3.07658 3.46440 -0.4 0.6 0.2
P -2.91995 -4.26389 2.27335 0.3 -0.1 1.1
C -4.54506 -3.81393 2.95465 1.3 -0.7 -0.7
C -5.24056 -4.75171 3.64771 -1.5 -1.7 0.5
C -6.47797 -4.48418 4.19183 -0.6 -0.8 1.1
C -7.03183 -3.21540 4.17198 1.0 -0.5 -0.6
C -6.32352 -2.29855 3.42694 -1.1 1.1 -0.7
C -5.13882 -2.62395 2.78625 -0.3 1.9 0.7
C -3.49661 -5.66914 1.27434 -0.1 0.4 -2.1
C -2.81687 -6.86285 1.40635 0.8 -0.9 -0.1
C -2.86166 -7.85147 0.42136 -2.2 0.7 -1.2
C -3.72933 -7.67363 -0.70135 0.5 1.0 0.6
C -4.45731 -6.47517 -0.87246 0.1 -0.1 1.9
C -4.32756 -5.48249 0.14255 -0.2 0.7 -0.3
H -2.84623 -3.25876 0.12145 -0.6 -0.4 -1.9
H -2.89897 -1.92182 1.20194 -0.3 -0.7 0.3
H 2.16869 -3.15681 0.93466 -0.4 -0.9 -0.1
H 3.42911 -5.16349 0.25055 -0.6 0.0 -0.2
H 2.22047 -7.00976 -0.96526 0.8 -0.9 -0.3
H -0.18396 -6.82779 -1.32614 -0.4 -0.8 -0.2
H -1.45964 -4.99953 -0.45043 -0.6 0.1 0.0
H -0.01816 0.10767 2.13970 -0.2 -0.8 0.4
H 0.51767 0.60939 4.45794 0.0 0.6 0.2
H 0.99845 -1.10720 6.11441 0.0 0.0 0.4
H 0.63158 -3.46810 5.49963 0.2 -0.5 0.3
H -0.17637 -4.08113 3.14992 0.5 0.0 0.5
H -4.98539 -5.79463 3.68113 0.7 -0.2 0.0
H -7.02737 -5.31086 4.67725 0.4 0.5 -0.2
H -7.94746 -3.02246 4.68141 -0.5 0.3 0.1
H -6.78436 -1.34088 3.18359 0.3 0.0 0.4
H -4.56578 -1.87259 2.30246 -0.1 0.8 -0.6
H -2.16124 -6.98560 2.26516 0.0 -0.1 -0.1
H -2.39119 -8.80358 0.49570 0.6 -0.4 0.3
H -3.82278 -8.42418 -1.48238 0.1 -0.1 0.3
H -5.21888 -6.41732 -1.65460 0.5 0.3 0.1
H -4.81516 -4.45267 0.08349 0.4 -1.6 -0.2
F 1.49676 7.06946 -2.01842 -1.0 -0.6 0.1
C 0.43053 6.20219 -2.03650 0.3 0.7 1.0
F -0.16237 6.27922 -3.19437 -0.3 0.3 -1.1
F -0.47408 6.58063 -1.09926 1.0 -0.3 -0.4
C 0.97902 4.79241 -1.83651 -0.4 -0.3 -0.3
O 1.28747 4.11588 -2.84045 0.4 0.1 0.0
O 1.13718 4.32932 -0.69128 -0.1 0.0 0.9
```
Positions in Å, forces in eV/Å.

Values from the calculation:
LUMO (eV): -1.20
2S+1: 1
Relative energy (zero: lowest compared OMol25 entry of this formula, charge and spin) (kcal/mol): 11.5
E (eV): -129302.256


Number 1 is which compound?
C55H45Cl4CrO10P


The lowest E belongs to which entry?
C55H45Cl4CrO10P


What is the formula in the first record?
C55H45Cl4CrO10P